Below is a cluster of 2 separate species, C23H25NO3 in total, with properties calculated with ωB97M-V/def2-TZVPD.

Last column: natural (NBO) charge in e.
Element x y z (Å)
C -4.28 -1.14 -3.37  -0.622
C -3.17 -0.15 -3.12  -0.069
O -1.97 -0.91 -2.90  -0.542
C -0.86 -0.13 -2.77  0.736
C 0.32 -0.99 -2.46  -0.366
C 0.15 -2.45 -2.57  -0.634
C 1.64 -0.40 -2.52  0.519
C 2.80 -1.31 -2.86  -0.705
O 1.89 0.79 -2.33  -0.685
O -0.89 1.08 -2.84  -0.659
H -5.22 -0.58 -3.50  0.209
H -4.09 -1.71 -4.29  0.213
H -4.41 -1.83 -2.53  0.206
H -3.02 0.51 -3.99  0.194
H -3.38 0.46 -2.23  0.173
H -0.89 -2.76 -2.37  0.232
H 0.39 -2.80 -3.59  0.196
H 0.83 -2.95 -1.86  0.200
H 2.56 -2.37 -2.83  0.211
H 3.13 -1.06 -3.87  0.229
H 3.62 -1.09 -2.17  0.219
C 2.74 3.83 -0.01  -0.410
N 1.98 2.74 0.57  -0.320
C 1.13 1.95 -0.12  0.217
C 0.59 0.95 0.74  -0.206
C -0.22 -0.11 0.34  0.035
C -0.78 -1.09 1.24  -0.147
C 0.01 -1.76 2.19  -0.167
C -0.58 -2.60 3.14  -0.225
C -1.97 -2.78 3.14  -0.186
C -2.77 -2.15 2.17  -0.239
C -2.18 -1.34 1.20  -0.100
C 1.05 1.32 2.09  -0.003
C 0.63 1.01 3.37  -0.204
C 1.17 1.68 4.48  -0.224
C 2.09 2.72 4.30  -0.199
C 2.48 3.12 3.00  -0.234
C 1.95 2.40 1.94  0.122
H 3.34 4.30 0.76  0.214
H 3.41 3.45 -0.80  0.237
H 2.05 4.56 -0.46  0.222
H 0.88 2.12 -1.16  0.305
H -0.64 -0.02 -0.66  0.260
H 1.09 -1.60 2.19  0.227
H 0.05 -3.10 3.87  0.222
H -2.43 -3.46 3.86  0.220
H -3.85 -2.30 2.16  0.222
H -2.77 -0.84 0.44  0.215
H -0.14 0.24 3.52  0.230
H 0.87 1.39 5.49  0.220
H 2.51 3.23 5.16  0.220
H 3.15 3.95 2.82  0.218

## Properties
Relative energy (zero: lowest compared OMol25 entry of this formula, charge and spin) (kcal per mole): 68.8
Strongest force on any atom (eV/A): 2.30
HOMO-LUMO gap (hartree): 0.190
E (eV): -31887.27926

=====

Below is a cluster of 5 separate species, H10O5 in total, with properties calculated with ωB97M-V/def2-TZVPD.

Last column: natural (NBO) charge in e.
Element x y z (Å)
H -0.08 -0.37 0.25  0.446
H 1.37 -0.67 0.59  0.491
H -2.47 2.63 2.17  0.470
H -3.64 2.15 1.32  0.466
H 1.05 -2.62 -4.31  0.469
H 1.88 -1.50 -3.72  0.470
H 0.14 3.02 0.89  0.468
H 0.04 1.84 -0.06  0.478
H 0.50 -2.45 0.62  0.472
H 1.42 -2.93 1.73  0.475
O 0.60 -0.18 0.91  -0.940
O -3.35 2.88 1.88  -0.936
O 1.64 -2.42 -3.57  -0.939
O -0.26 2.75 0.06  -0.952
O 1.17 -2.14 1.24  -0.939

## Properties
Relative energy (zero: lowest compared OMol25 entry of this formula, charge and spin) (kcal per mole): 57.2
SMILES: O.O.O.O.O
Strongest force on any atom (eV/A): 4.15
HOMO-LUMO gap (hartree): 0.396
E (eV): -10398.37072

=====

Below is the molecule C17H23N5S, with properties calculated with ωB97M-V/def2-TZVPD.

Last column: natural (NBO) charge in e.
Element x y z (Å)
C 0.08 -2.08 -6.35  -0.206
C -0.04 -1.87 -4.99  -0.241
C -0.50 -0.64 -4.53  0.210
N -0.67 -0.29 -3.22  -0.567
C -1.11 0.91 -3.10  0.318
N -1.37 1.55 -1.95  -0.598
C -1.29 1.04 -0.66  0.584
N -1.72 1.79 0.28  -0.577
C -1.61 1.28 1.63  -0.068
N -0.63 0.23 1.85  -0.471
C -0.85 -0.77 0.83  -0.042
N -0.72 -0.18 -0.50  -0.667
H -0.56 -0.74 -1.33  0.443
H -1.86 -1.17 0.97  0.182
H -0.13 -1.59 0.91  0.203
C 0.74 0.75 1.92  -0.044
C 1.82 -0.35 1.93  -0.408
C 1.70 -1.44 3.00  -0.396
C 1.61 -0.92 4.44  -0.403
C 0.27 -0.26 4.73  -0.407
C 0.23 1.24 4.44  -0.396
H -0.81 1.55 4.42  0.202
C 0.92 1.67 3.14  -0.414
H 2.00 1.76 3.32  0.205
H 0.58 2.68 2.89  0.211
H 0.72 1.78 5.26  0.201
H -0.50 -0.75 4.14  0.215
H 0.01 -0.40 5.79  0.202
H 2.43 -0.23 4.64  0.192
H 1.74 -1.78 5.10  0.207
H 0.81 -2.05 2.81  0.191
H 2.57 -2.08 2.91  0.206
H 1.86 -0.83 0.95  0.205
H 2.78 0.16 2.06  0.208
H 0.96 1.36 1.03  0.188
H -2.60 0.89 1.93  0.183
H -1.39 2.14 2.27  0.198
H -1.76 2.49 -1.99  0.429
S -1.39 1.79 -4.63  0.322
C -0.84 0.36 -5.47  -0.248
C -0.72 0.14 -6.83  -0.201
C -0.26 -1.09 -7.26  -0.224
H -0.17 -1.28 -8.32  0.216
H -0.99 0.92 -7.53  0.219
H 0.22 -2.64 -4.27  0.222
H 0.43 -3.04 -6.71  0.216

## Properties
Relative energy (zero: lowest compared OMol25 entry of this formula, charge and spin) (kcal per mole): 0.0
SMILES: c1ccc2sc(NC3=NCN(C4CCCCCC4)CN3)nc2c1
Strongest force on any atom (eV/A): 1.08
HOMO-LUMO gap (hartree): 0.323
E (eV): -36289.05532

=====

Below is a cluster of 15 separate species, C33H102N14O15 in total, with properties calculated with ωB97M-V/def2-TZVPD.

Last column: Mulliken charge in e.
Element x y z (Å)
C 4.06 1.79 -3.54  0.044
O 3.05 1.61 -4.16  -0.495
N 4.06 1.99 -2.18  0.412
N 5.25 1.72 -4.11  -0.239
H 3.09 1.88 -1.91  -0.290
H 4.81 1.70 -1.57  0.070
H 5.26 1.50 -5.09  0.259
H 6.13 2.05 -3.73  0.187
C -5.44 -3.87 0.24  0.566
O -4.41 -4.52 0.22  -0.610
N -6.44 -4.05 1.21  -0.492
N -5.59 -2.71 -0.42  -0.176
H -6.24 -4.82 1.82  0.231
H -7.10 -3.32 1.49  0.173
H -6.45 -2.22 -0.43  0.199
H -4.90 -2.39 -1.08  0.184
C -1.56 -5.53 -2.79  0.414
O -0.48 -5.26 -3.33  -0.818
N -1.57 -6.18 -1.61  -0.201
N -2.66 -5.28 -3.50  -0.347
H -2.35 -6.47 -1.03  0.204
H -0.69 -6.66 -1.62  0.217
H -3.58 -5.35 -3.09  0.209
H -2.50 -4.79 -4.37  0.249
C -4.36 -0.07 -3.07  0.354
O -4.55 -0.74 -2.01  -0.556
N -5.04 1.08 -3.39  -0.455
N -3.48 -0.52 -4.02  -0.260
H -5.68 1.46 -2.73  0.269
H -4.53 1.70 -3.96  0.155
H -2.80 -1.21 -3.57  0.239
H -3.43 0.02 -4.85  0.208
C 0.01 1.49 -4.87  -1.248
C -0.91 2.67 -4.61  1.982
C -0.10 3.76 -3.99  -1.422
O -0.04 3.51 -2.62  0.333
C 0.87 4.41 -1.97  -0.909
N -1.51 3.13 -5.84  -0.830
H 0.71 1.39 -4.05  -0.084
H 0.67 1.58 -5.75  0.407
H -0.49 0.49 -4.95  0.360
H -1.70 2.43 -3.91  -0.676
H -0.55 4.67 -4.18  0.474
H 0.94 3.84 -4.40  0.376
H 1.90 4.52 -2.42  0.299
H 0.92 4.05 -0.92  0.111
H 0.39 5.40 -2.02  0.337
H -1.82 2.37 -6.41  0.268
H -2.37 3.64 -5.70  0.260
C -1.31 -2.58 0.27  -0.320
C -1.68 -1.62 -0.95  0.221
C -0.47 -0.66 -1.18  -0.595
O -0.34 0.20 -0.04  1.714
C 0.24 1.42 -0.37  -0.083
N -1.91 -2.35 -2.11  0.240
H -0.48 -3.25 0.10  -0.328
H -2.21 -3.17 0.53  0.226
H -1.10 -2.00 1.20  -0.164
H -2.64 -1.18 -0.69  0.012
H -0.69 -0.08 -2.11  -0.619
H 0.46 -1.22 -1.42  -0.217
H 1.06 1.40 -1.10  -0.379
H 0.63 1.87 0.54  0.516
H -0.60 2.03 -0.71  -0.414
H -1.13 -2.80 -2.53  0.251
H -2.63 -3.03 -1.96  0.374
C 4.87 -1.55 -3.85  -1.557
C 5.00 -1.29 -2.32  0.249
C 3.64 -1.24 -1.61  1.092
O 3.90 -0.86 -0.26  0.069
C 2.90 -1.27 0.62  -0.845
N 5.92 -2.23 -1.71  -0.661
H 3.99 -0.96 -4.20  0.198
H 4.70 -2.62 -3.97  0.548
H 5.78 -1.24 -4.38  0.283
H 5.43 -0.29 -2.23  0.082
H 3.08 -2.20 -1.60  -0.172
H 2.98 -0.48 -2.11  -0.563
H 2.83 -2.35 0.60  0.257
H 1.90 -0.81 0.44  0.108
H 3.26 -0.94 1.62  0.296
H 5.75 -3.22 -1.90  0.298
H 5.99 -2.11 -0.70  0.258
C -3.22 0.89 1.59  -1.272
C -2.23 1.79 2.27  2.359
C -2.82 2.51 3.40  -1.319
O -1.79 3.32 4.00  -0.124
C -2.28 4.06 5.11  -0.940
N -1.10 1.03 2.83  -0.606
H -2.66 0.34 0.84  -0.374
H -4.01 1.45 1.08  0.462
H -3.59 0.11 2.27  0.354
H -1.87 2.55 1.56  -0.666
H -3.29 1.83 4.14  0.405
H -3.61 3.15 3.02  0.478
H -2.39 3.44 5.99  0.343
H -3.27 4.46 4.91  0.353
H -1.64 4.91 5.33  0.234
H -0.74 0.47 2.07  -0.158
H -0.41 1.59 3.22  0.316
C 5.41 1.83 2.39  -1.660
C 5.23 2.12 0.90  1.308
C 5.65 3.48 0.46  -0.865
O 4.91 4.43 1.18  -0.231
C 5.18 5.74 0.73  -0.942
N 6.06 1.25 -0.04  -0.557
H 4.57 2.25 2.93  0.216
H 6.28 2.31 2.83  0.364
H 5.44 0.75 2.58  0.482
H 4.19 1.90 0.67  -0.429
H 5.56 3.68 -0.57  0.554
H 6.74 3.64 0.64  0.361
H 6.24 6.01 0.71  0.361
H 4.63 6.45 1.40  0.257
H 4.76 5.91 -0.27  0.335
H 5.85 0.27 0.02  0.055
H 7.04 1.36 0.11  0.254
C -0.36 -3.05 4.37  -1.479
C -1.84 -3.29 4.34  1.419
C -2.26 -4.21 5.49  -0.871
O -1.60 -3.92 6.73  -0.362
C -1.94 -4.93 7.70  -0.714
N -2.44 -2.00 4.49  -0.550
H -0.08 -2.67 5.35  0.483
H -0.13 -2.39 3.53  0.184
H 0.20 -4.03 4.28  0.407
H -2.20 -3.84 3.43  -0.421
H -1.91 -5.23 5.25  0.298
H -3.33 -4.28 5.63  0.447
H -2.93 -4.70 8.09  0.240
H -1.19 -4.88 8.46  0.254
H -1.81 -5.87 7.17  0.339
H -1.90 -1.23 4.09  0.017
H -3.43 -1.98 4.24  0.312
C -1.31 6.50 0.61  -0.287
O -1.94 6.50 -0.71  -0.580
H -1.94 7.17 1.19  0.292
H -1.21 5.49 0.99  -0.014
H -0.37 7.04 0.53  0.291
H -1.35 6.16 -1.38  0.287
C 1.50 3.96 3.34  -0.487
O 1.93 4.47 2.04  -0.364
H 1.98 4.55 4.11  0.460
H 0.44 4.23 3.39  -0.053
H 1.68 2.93 3.63  0.272
H 2.86 4.43 1.99  0.216
C -1.16 -6.36 2.19  0.129
O -2.57 -6.40 2.05  -0.574
H -0.90 -7.38 2.46  0.409
H -0.73 -6.13 1.20  -0.157
H -0.74 -5.64 2.97  -0.119
H -2.93 -5.56 1.77  0.295
C 1.83 -4.78 -0.81  -0.522
O 1.45 -3.79 -1.77  -0.375
H 1.56 -5.77 -1.24  0.293
H 2.90 -4.71 -0.59  0.270
H 1.25 -4.54 0.11  0.058
H 1.12 -4.26 -2.55  0.245
C -3.16 3.14 -1.34  -0.124
O -4.58 3.36 -0.90  -0.584
H -2.99 2.08 -1.15  -0.404
H -2.99 3.43 -2.38  0.508
H -2.50 3.64 -0.67  0.272
H -4.71 4.30 -1.11  0.320

## Properties
Relative energy (zero: lowest compared OMol25 entry of this formula, charge and spin) (kcal per mole): 21.8
Strongest force on any atom (eV/A): 3.91
HOMO-LUMO gap (hartree): 0.326
E (eV): -87447.65994

=====

Below is a cluster of 4 separate species, C19H34BIN5O3P in total, with properties calculated with ωB97M-V/def2-TZVPD.

Last column: natural (NBO) charge in e.
Element x y z (Å)
C 3.17 3.39 3.90  -1.023
B 2.14 4.38 3.27  1.024
O 2.52 5.70 3.00  -0.921
C 0.64 4.03 2.93  -0.464
O 0.18 2.73 3.31  -0.535
C -0.06 1.84 2.24  0.115
C 1.18 1.53 1.41  -0.456
C 1.08 0.17 0.70  -0.432
C 1.55 0.20 -0.75  -0.477
I 3.66 -0.12 -0.92  0.047
C -1.30 2.30 1.41  -0.272
N -1.15 2.41 -0.06  -0.993
P -1.07 4.02 -0.70  1.390
N 0.62 4.18 -0.85  -1.186
O -1.61 3.66 -2.21  -0.993
H 3.97 3.91 4.41  0.243
H 2.70 2.66 4.56  0.244
H 3.61 2.82 3.07  0.247
H 2.52 5.92 2.07  0.501
H 0.47 4.22 1.86  0.202
H 0.02 4.78 3.45  0.223
H -0.34 0.91 2.74  0.185
H 1.39 2.33 0.70  0.218
H 2.01 1.51 2.12  0.228
H 0.05 -0.20 0.70  0.200
H 1.66 -0.56 1.26  0.225
H 1.08 -0.56 -1.37  0.221
H 1.39 1.17 -1.20  0.208
H -2.10 1.58 1.61  0.190
H -1.66 3.25 1.83  0.214
H -1.93 1.97 -0.52  0.390
H 0.87 5.12 -1.14  0.393
H 1.10 3.50 -1.43  0.377
H -1.17 2.89 -2.60  0.480
N -2.73 -0.86 0.02  -0.512
C -4.02 -1.12 0.38  -0.069
C -4.42 -2.25 -0.29  -0.320
C -3.31 -2.69 -1.08  -0.302
C -2.29 -1.81 -0.86  -0.079
H -2.18 -0.10 0.36  0.406
H -4.55 -0.49 1.07  0.217
H -5.39 -2.71 -0.22  0.223
H -3.28 -3.55 -1.73  0.226
H -1.29 -1.78 -1.26  0.208
N -5.12 -5.46 1.06  -0.508
C -6.43 -5.43 0.67  -0.084
C -7.09 -6.43 1.33  -0.295
C -6.15 -7.09 2.16  -0.311
C -4.94 -6.47 1.96  -0.076
H -4.40 -4.84 0.73  0.419
H -6.78 -4.70 -0.04  0.205
H -8.14 -6.66 1.23  0.218
H -6.33 -7.92 2.81  0.220
H -3.97 -6.66 2.40  0.209
N 5.81 -0.71 -4.11  -0.510
C 6.61 -1.81 -4.26  -0.078
C 7.38 -1.62 -5.38  -0.310
C 7.02 -0.36 -5.93  -0.296
C 6.05 0.18 -5.12  -0.082
H 5.14 -0.58 -3.37  0.413
H 6.58 -2.62 -3.56  0.209
H 8.11 -2.31 -5.77  0.220
H 7.42 0.10 -6.82  0.218
H 5.51 1.11 -5.18  0.207

## Properties
SMILES: CB(O)CO[C@H](CCCI)CNP(N)O.c1cc[nH]c1.c1cc[nH]c1.c1cc[nH]c1
Strongest force on any atom (eV/A): 0.75
HOMO-LUMO gap (hartree): 0.302
E (eV): -51914.49413

=====

Below is a structure of composition C27H34HgNOSi, with properties calculated with ωB97M-V/def2-TZVPD.

Last column: natural (NBO) charge in e.
Element x y z (Å)
C -2.05 -1.27 -0.03  -0.349
C -2.36 0.07 0.39  -0.365
C -2.06 0.97 -0.71  -0.445
H -2.72 0.37 1.37  0.219
C -1.56 0.17 -1.81  -0.433
C -1.56 -1.21 -1.40  -0.369
H -1.23 0.54 -2.77  0.211
C 1.33 -0.63 1.87  -0.332
C 0.06 -0.16 2.43  -0.378
C -0.09 1.22 2.10  -0.347
H -0.67 -0.81 2.90  0.220
C 1.10 1.66 1.34  -0.179
C 1.96 0.50 1.21  -0.453
H -2.19 2.04 -0.72  0.221
H -1.17 -2.05 -1.97  0.228
H -2.10 -2.16 0.60  0.241
H 2.91 0.47 0.69  0.219
H -0.95 1.83 2.31  0.205
H 1.78 -1.63 1.95  0.262
Hg 0.04 0.06 -0.11  1.560
C 1.40 3.03 0.87  -0.078
C 2.84 3.34 1.22  -0.610
C 0.44 4.04 1.50  -0.611
H 2.97 3.25 2.31  0.208
H 3.09 4.37 0.91  0.233
H 3.53 2.64 0.73  0.204
H 0.57 4.03 2.60  0.216
H -0.61 3.81 1.27  0.208
H 0.68 5.05 1.13  0.212
C 1.18 3.02 -0.67  -0.530
C 1.55 4.28 -1.43  0.699
H 0.12 2.80 -0.88  0.243
H 1.76 2.18 -1.12  0.243
O 2.28 5.18 -1.02  -0.649
N 1.00 4.36 -2.69  -0.633
C -0.01 3.48 -3.27  -0.255
H 1.21 5.22 -3.18  0.396
C -1.43 3.80 -2.90  0.044
C -2.46 3.07 -3.50  -0.240
H -2.20 2.27 -4.21  0.213
C -3.79 3.33 -3.20  -0.185
H -4.58 2.75 -3.67  0.213
C -4.12 4.33 -2.28  -0.227
H -5.16 4.54 -2.04  0.211
C -3.10 5.07 -1.67  -0.206
H -3.33 5.85 -0.95  0.211
C -1.75 4.80 -1.98  -0.254
H -0.96 5.39 -1.51  0.226
H 0.21 2.43 -2.99  0.229
H 0.11 3.53 -4.37  0.211
C -0.63 -5.65 2.08  -1.096
Si 0.86 -4.93 1.17  1.626
C 2.37 -5.08 2.28  -1.100
C 1.16 -5.93 -0.39  -1.097
C 0.53 -3.24 0.75  -0.854
C 0.40 -2.06 0.45  -0.393
H -0.45 -6.70 2.33  0.213
H -1.50 -5.58 1.43  0.232
H -0.80 -5.08 2.99  0.232
H 2.56 -6.13 2.54  0.215
H 3.24 -4.68 1.76  0.230
H 2.20 -4.51 3.20  0.233
H 0.28 -5.86 -1.04  0.233
H 2.02 -5.53 -0.92  0.231
H 1.34 -6.98 -0.15  0.213

## Properties
Strongest force on any atom (eV/A): 3.96
HOMO-LUMO gap (hartree): 0.206
E (eV): -44135.84740
Total charge: -1